# 1
{
  "formula": "C6H6O2S",
  "method": "ωB97M-V with the def2-TZVPD basis set",
  "de_lowest_kj_mol": 213.9,
  "charge": 0,
  "species": ["C", "C", "C", "C", "C", "C", "O", "O", "S", "H", "H", "H", "H", "H", "H"],
  "positions_angstrom": [[1.03, -1.15, 0.13], [1.23, -0.01, 0.98], [-0.05, -1.23, -0.76], [0.42, 1.01, 0.92], [-0.85, -0.02, -1.06], [-0.62, 1.06, -0.08], [-1.14, 2.35, -2.36], [-1.65, 1.86, 0.23], [-0.09, 1.47, -1.86], [1.61, -2.09, 0.35], [1.99, 0.01, 1.83], [-0.21, -2.16, -1.23], [0.24, 1.91, 1.58], [-1.84, -0.20, -1.36], [-2.03, 2.53, -0.37]]
}

***

# 2
{
  "formula": "C28H60Br28P2S",
  "method": "ωB97M-V with the def2-TZVPD basis set",
  "charge": 0,
  "species": ["P", "P", "S", "H", "H", "H", "H", "Br", "C", "C", "Br", "H", "H", "H", "H", "Br", "C", "C", "Br", "H", "H", "H", "H", "Br", "C", "C", "Br", "H", "H", "H", "H", "Br", "C", "C", "Br", "H", "H", "H", "H", "Br", "C", "C", "Br", "H", "H", "H", "H", "Br", "C", "C", "Br", "H", "H", "H", "H", "Br", "C", "C", "Br", "H", "H", "H", "H", "Br", "C", "C", "Br", "H", "H", "H", "H", "Br", "C", "C", "Br", "H", "H", "H", "H", "Br", "C", "C", "Br", "H", "H", "H", "H", "Br", "C", "C", "Br", "H", "H", "H", "H", "Br", "C", "C", "Br", "H", "H", "H", "H", "Br", "C", "C", "Br", "H", "H", "H", "H", "Br", "C", "C", "Br", "H", "H", "H", "H"],
  "positions_angstrom": [[-2.80, 9.93, -5.24], [-3.04, 11.89, -6.18], [-2.37, 13.35, -5.10], [-4.11, 9.46, -5.03], [-2.42, 9.13, -6.34], [-2.37, 11.71, -7.41], [-4.39, 12.03, -6.57], [-2.99, 6.54, -7.54], [-3.60, 5.38, -6.10], [-3.08, 5.81, -4.76], [-1.20, 5.39, -4.56], [-3.28, 4.37, -6.36], [-4.69, 5.42, -6.12], [-3.60, 5.28, -3.96], [-3.18, 6.89, -4.59], [-2.23, 2.60, -1.33], [-0.49, 3.45, -1.18], [-0.48, 4.54, -0.14], [-1.43, 6.11, -0.76], [-0.25, 3.83, -2.17], [0.21, 2.66, -0.91], [0.54, 4.86, 0.06], [-0.96, 4.22, 0.79], [-0.76, -0.63, -3.94], [-1.69, -1.70, -2.61], [-1.29, -1.35, -1.21], [0.48, -2.02, -0.77], [-1.48, -2.75, -2.85], [-2.75, -1.50, -2.76], [-1.97, -1.82, -0.49], [-1.26, -0.27, -1.04], [-1.81, -5.04, 0.35], [-0.41, -6.36, 0.61], [0.96, -5.84, 0.24], [1.22, -5.74, -1.68], [-0.68, -7.23, 0.02], [-0.44, -6.61, 1.68], [1.72, -6.52, 0.62], [1.14, -4.84, 0.63], [1.88, -5.60, 2.61], [2.95, -6.97, 3.48], [3.48, -7.99, 2.51], [2.10, -9.25, 1.93], [2.34, -7.42, 4.26], [3.79, -6.45, 3.94], [4.24, -8.60, 3.00], [3.89, -7.54, 1.61], [6.57, -9.93, 1.97], [8.09, -8.84, 2.51], [7.78, -7.91, 3.66], [6.72, -6.37, 3.13], [8.42, -8.31, 1.61], [8.86, -9.55, 2.82], [8.72, -7.50, 4.05], [7.24, -8.40, 4.46], [-5.68, 10.06, 0.43], [-4.04, 9.07, 0.73], [-2.83, 9.86, 0.30], [-2.70, 10.02, -1.63], [-4.14, 8.15, 0.16], [-3.99, 8.85, 1.79], [-1.92, 9.36, 0.63], [-2.85, 10.88, 0.68], [2.40, -8.89, 6.48], [2.22, -10.72, 5.83], [3.40, -11.57, 6.21], [4.99, -11.16, 5.16], [2.08, -10.64, 4.75], [1.31, -11.11, 6.28], [3.18, -12.62, 6.02], [3.68, -11.43, 7.26], [-6.36, 8.04, -6.15], [-7.89, 9.01, -5.43], [-8.41, 10.04, -6.39], [-7.27, 11.60, -6.51], [-7.55, 9.46, -4.49], [-8.64, 8.26, -5.23], [-9.38, 10.41, -6.05], [-8.51, 9.64, -7.40], [5.19, -5.04, -0.43], [4.81, -6.84, -1.06], [5.82, -7.83, -0.57], [7.54, -7.68, -1.47], [4.76, -6.78, -2.15], [3.82, -7.09, -0.67], [5.48, -8.85, -0.74], [6.02, -7.70, 0.50], [5.65, -8.38, 8.89], [4.37, -7.60, 10.13], [3.85, -8.62, 11.11], [2.64, -9.87, 10.25], [3.57, -7.19, 9.51], [4.88, -6.80, 10.65], [3.28, -8.14, 11.90], [4.65, -9.22, 11.54], [9.72, -9.50, 6.46], [10.68, -7.99, 7.22], [9.75, -6.99, 7.86], [8.77, -5.97, 6.52], [11.26, -7.55, 6.41], [11.36, -8.41, 7.97], [10.30, -6.27, 8.45], [9.00, -7.48, 8.48], [-6.03, 13.37, -2.14], [-7.40, 14.21, -1.05], [-7.83, 13.34, 0.10], [-8.94, 11.85, -0.48], [-8.23, 14.44, -1.72], [-6.97, 15.14, -0.68], [-8.44, 13.91, 0.81], [-6.98, 12.90, 0.62], [-6.05, 3.73, -8.29], [-5.92, 5.13, -9.64], [-7.28, 5.67, -10.02], [-8.28, 4.44, -11.14], [-5.39, 4.70, -10.48], [-5.31, 5.92, -9.19], [-7.16, 6.58, -10.60], [-7.89, 5.86, -9.14]]
}

***

| no. | electronic energy (eV) | E_LUMO (eV) |
| --- | --- | --- |
| 1 | -21246.542 | 0.1 |
| 2 | -2020612.820 | 0.2 |